No. 1
{"formula": "C21H36ClO13S3", "method": "wB97M-V/def2-TZVPD", "elements": ["Cl", "S", "S", "S", "O", "O", "O", "O", "O", "O", "O", "O", "O", "O", "O", "O", "O", "C", "C", "C", "C", "C", "C", "C", "C", "C", "C", "C", "C", "C", "C", "C", "C", "C", "C", "C", "C", "C", "H", "H", "H", "H", "H", "H", "H", "H", "H", "H", "H", "H", "H", "H", "H", "H", "H", "H", "H", "H", "H", "H", "H", "H", "H", "H", "H", "H", "H", "H", "H", "H", "H", "H", "H", "H"], "positions_angstrom": [[-0.743, 2.570, 0.518], [3.895, -4.688, -0.813], [-0.952, 0.740, -7.111], [-4.321, -1.797, 7.711], [5.447, -4.014, -0.667], [3.696, -5.577, 0.322], [-5.180, -0.589, 7.937], [0.356, 2.041, -0.252], [-0.731, 1.821, 1.780], [-1.920, 1.132, -8.096], [-1.030, -0.943, -7.098], [0.476, 1.057, -7.233], [3.720, -5.206, -2.170], [-4.315, -2.229, 6.096], [-2.032, 2.434, -0.118], [-0.627, 3.974, 0.715], [-4.516, -2.997, 8.467], [-1.498, 1.178, -5.387], [-5.541, 3.611, 4.950], [6.868, 1.617, -5.053], [-4.904, -1.770, 3.823], [-4.633, -1.180, 5.183], [7.263, 3.688, -3.849], [-0.393, -1.665, -6.035], [-6.773, 3.153, 4.510], [-5.427, 4.098, 6.317], [0.156, -2.970, -6.624], [-6.506, 3.978, 7.177], [7.789, 2.567, -4.535], [7.690, -3.235, -1.529], [-2.571, -1.292, 7.885], [5.925, 3.930, -3.767], [5.032, 2.960, -4.178], [2.878, -3.151, -0.664], [5.522, 1.805, -4.845], [-7.709, 3.499, 6.670], [-7.882, 3.145, 5.332], [6.265, -3.784, -1.798], [-2.502, 0.771, -5.266], [8.303, -3.564, -2.368], [0.685, -3.600, -5.909], [-6.867, 2.621, 3.575], [-4.708, 3.626, 4.262], [3.491, -2.302, -0.360], [8.855, 2.400, -4.590], [5.739, -3.113, -2.477], [2.444, -2.943, -1.643], [-1.480, 2.247, -5.178], [-4.467, 4.498, 6.607], [7.472, -2.169, -1.458], [4.855, 1.049, -5.231], [-2.430, -0.553, 7.097], [-8.640, 2.410, 5.105], [-2.317, -1.065, 8.920], [6.374, -4.808, -2.155], [-0.761, 0.732, -4.719], [7.939, 4.349, -3.328], [-1.168, -1.877, -5.298], [-3.941, -2.041, 3.390], [-5.550, -0.687, 5.507], [3.967, 2.948, -4.003], [-5.625, -2.587, 3.856], [-8.491, 3.309, 7.389], [5.605, 4.812, -3.232], [-0.691, -3.532, -7.019], [2.054, -3.120, 0.049], [0.849, -2.744, -7.434], [-3.804, -0.473, 5.186], [8.149, -3.463, -0.568], [-5.342, -1.018, 3.167], [7.321, 0.792, -5.584], [0.407, -0.960, -5.806], [-1.966, -2.189, 7.749], [-6.534, 4.332, 8.197]], "mulliken_charge": [1.58, 1.16, 1.13, 1.12, -0.36, -0.59, -0.59, -0.63, -0.66, -0.59, -0.34, -0.58, -0.62, -0.30, -0.65, -0.63, -0.59, -0.81, -0.63, -0.32, -1.28, -0.08, -0.22, -0.12, -0.06, -0.37, -1.31, -0.50, -0.39, -1.11, -0.87, -0.50, -0.35, -0.86, -0.37, -0.12, -0.51, -0.12, 0.31, 0.32, 0.36, 0.38, 0.48, 0.30, 0.36, 0.31, 0.29, 0.35, 0.37, 0.30, 0.38, 0.29, 0.24, 0.36, 0.28, 0.30, 0.33, 0.23, 0.31, 0.32, 0.39, 0.34, 0.33, 0.35, 0.31, 0.37, 0.32, 0.28, 0.32, 0.37, 0.35, 0.43, 0.32, 0.39], "total_energy_ha": -3454.33086, "total_charge": -1, "relative_energy_kj_mol": 390.88, "e_homo_ev": -6.04}


No. 2
{"formula": "C21H36N2O5", "method": "wB97M-V/def2-TZVPD", "elements": ["O", "O", "O", "O", "O", "N", "N", "C", "C", "C", "C", "C", "C", "C", "C", "C", "C", "C", "C", "C", "C", "C", "C", "C", "C", "C", "C", "C", "H", "H", "H", "H", "H", "H", "H", "H", "H", "H", "H", "H", "H", "H", "H", "H", "H", "H", "H", "H", "H", "H", "H", "H", "H", "H", "H", "H", "H", "H", "H", "H", "H", "H", "H", "H"], "positions_angstrom": [[-1.389, -3.095, -0.298], [-3.139, 0.416, -3.555], [0.824, -0.500, -0.468], [-0.001, 2.141, -0.695], [-0.854, -4.136, 3.078], [-0.006, -2.378, 1.904], [2.109, 0.034, 1.300], [2.729, -1.297, 1.438], [-0.853, 1.429, 1.372], [-2.194, -1.652, -2.680], [0.413, 1.646, 0.552], [-3.477, -0.115, -1.206], [-0.725, -3.518, 2.034], [-2.047, -0.487, -3.644], [-2.503, -2.214, -0.232], [-1.366, -4.031, 0.749], [2.354, 0.672, 2.604], [0.690, -1.798, 3.036], [4.041, -0.932, 2.155], [-2.327, -1.117, -1.256], [2.272, 2.198, -1.627], [2.196, -1.740, 2.825], [1.136, 0.300, 0.404], [3.057, -0.513, 3.277], [0.258, 3.086, -2.808], [-3.253, 0.967, -2.253], [0.940, 2.921, -1.459], [1.137, 4.283, -0.798], [-3.555, 0.348, -0.217], [-1.493, 0.712, 0.858], [-4.428, -0.621, -1.408], [0.080, -1.976, 0.977], [-3.083, -2.235, -2.945], [0.174, 4.774, -0.659], [-2.017, -0.824, -4.680], [-4.090, 1.664, -2.290], [-0.715, 3.563, -2.681], [-0.778, -4.888, 0.418], [1.631, 4.200, 0.172], [1.433, 0.972, 3.103], [-2.579, -1.778, 0.775], [-2.367, -4.391, 1.005], [0.865, 3.703, -3.471], [-1.111, 0.047, -3.424], [-0.634, 1.046, 2.369], [-1.389, 2.372, 1.468], [3.372, -0.367, 4.306], [1.071, 2.357, 1.063], [1.763, 4.917, -1.428], [-1.325, -2.307, -2.758], [0.106, 2.113, -3.274], [2.798, 2.088, -0.676], [0.291, -0.799, 3.231], [2.917, 2.775, -2.292], [-1.396, -0.590, -1.022], [-3.426, -2.781, -0.419], [2.118, 1.209, -2.057], [2.659, -1.892, 0.536], [4.629, -1.807, 2.418], [4.661, -0.159, 1.702], [3.010, 1.542, 2.521], [0.448, -2.413, 3.901], [2.678, -2.669, 3.129], [-2.340, 1.527, -2.005]], "mulliken_charge": [-0.52, -0.47, -0.75, -0.16, -0.72, 0.22, 0.62, -0.72, -1.39, -0.94, 0.31, -0.92, 0.74, -0.14, -1.46, -0.70, -0.86, -1.37, -0.68, 2.28, -1.53, 0.10, -0.07, -0.37, -1.68, -0.05, 1.71, -1.66, 0.39, -0.16, 0.46, 0.16, 0.35, 0.34, 0.43, 0.43, 0.36, 0.37, 0.34, 0.40, 0.35, 0.38, 0.47, -0.14, 0.36, 0.50, 0.47, 0.56, 0.44, 0.38, 0.24, 0.31, 0.14, 0.50, -1.08, 0.55, 0.31, 0.58, 0.35, 0.34, 0.36, 0.51, 0.56, -0.14], "total_energy_ha": -1307.49838, "relative_energy_kj_mol": 2.44, "e_homo_ev": -9.25}


No. 3
{"formula": "C21H36N8O8P2SY", "method": "wB97M-V/def2-TZVPD", "elements": ["Y", "S", "P", "P", "O", "O", "O", "O", "O", "O", "O", "O", "N", "N", "N", "N", "N", "N", "N", "N", "C", "C", "C", "C", "C", "C", "C", "C", "C", "C", "C", "C", "C", "C", "C", "C", "C", "C", "C", "C", "C", "H", "H", "H", "H", "H", "H", "H", "H", "H", "H", "H", "H", "H", "H", "H", "H", "H", "H", "H", "H", "H", "H", "H", "H", "H", "H", "H", "H", "H", "H", "H", "H", "H", "H", "H", "H"], "positions_angstrom": [[0.067, 0.113, -0.065], [1.836, -2.517, -1.056], [0.991, 3.283, 1.370], [-1.352, 2.831, -0.604], [0.601, 3.346, 2.925], [1.042, 1.812, 1.049], [-1.739, 1.583, 0.156], [2.107, 4.198, 1.037], [-0.348, 2.614, -1.683], [-0.405, -0.103, -4.429], [-2.620, 3.682, -1.051], [-2.852, -0.542, -2.928], [1.766, 0.744, -1.766], [-1.074, -0.017, 2.328], [1.526, -0.938, 1.872], [0.148, 4.993, -0.487], [-0.655, -0.420, -2.150], [-1.411, -1.934, -0.071], [3.349, -3.976, 0.597], [4.380, -3.214, -1.319], [0.906, -1.137, 3.189], [-0.127, -0.055, 3.446], [3.184, 1.921, -3.825], [4.591, -4.103, 1.343], [3.656, 1.980, -2.522], [1.988, 1.273, -4.082], [2.911, 1.383, -1.520], [1.314, 0.691, -3.021], [-1.404, 4.829, 1.433], [-0.035, 0.033, -3.285], [-3.156, -2.934, -1.366], [-3.264, -3.960, -0.445], [-0.507, 4.035, 0.496], [2.169, -4.456, 1.291], [4.468, -2.271, -2.426], [3.258, -3.274, -0.562], [5.256, -4.374, -1.469], [-1.526, -2.925, 0.815], [-1.948, -0.885, -2.203], [-2.194, -1.958, -1.154], [-2.426, -3.964, 0.662], [-1.860, 4.160, 2.160], [1.014, 4.086, 3.387], [1.641, -1.155, 4.000], [1.319, -4.451, 0.616], [-3.983, -4.754, -0.589], [2.358, -5.471, 1.646], [1.078, 5.243, -0.093], [-0.867, -2.883, 1.672], [0.292, 4.470, -1.370], [4.030, -1.317, -2.146], [-1.759, -0.762, 2.404], [3.942, -2.648, -3.306], [3.738, 2.388, -4.628], [4.860, -5.222, -0.919], [0.361, 0.919, 3.500], [4.397, -3.828, 2.382], [5.293, -4.641, -2.526], [1.554, 1.202, -5.069], [-3.236, 3.223, -1.637], [-0.433, 5.813, -0.654], [1.939, -3.833, 2.164], [3.223, 1.433, -0.483], [5.522, -2.133, -2.663], [6.270, -4.163, -1.127], [-2.202, 5.323, 0.878], [4.577, 2.490, -2.275], [4.982, -5.122, 1.329], [0.425, -2.118, 3.188], [-2.470, -4.754, 1.397], [-1.600, 0.849, 2.304], [2.216, -0.193, 1.922], [-0.614, -0.230, 4.411], [-3.774, -2.867, -2.249], [2.000, -1.770, 1.538], [5.338, -3.428, 0.935], [-0.838, 5.578, 1.990]], "mulliken_charge": [0.57, -0.15, 0.91, 0.86, -0.55, -0.02, -0.54, -0.98, -0.79, -0.65, -0.53, -0.61, 1.41, -0.36, -0.15, -0.20, 0.41, 0.74, 0.17, 0.10, -0.67, -0.55, -0.62, -1.27, -0.98, -0.69, -0.73, 0.77, -1.75, -0.36, -0.94, -0.45, 0.49, -1.12, -0.94, 0.17, -1.20, -0.09, -0.08, 0.39, -1.01, 0.33, 0.36, 0.46, 0.37, 0.43, 0.44, 0.39, 0.25, 0.28, 0.19, 0.24, 0.36, 0.48, 0.40, 0.06, 0.40, 0.42, 0.60, 0.41, 0.36, 0.30, 0.40, 0.42, 0.32, 0.48, 0.53, 0.34, 0.25, 0.48, 0.23, 0.23, 0.48, 0.56, -0.14, 0.40, 0.46], "total_energy_ha": -2981.34260, "total_charge": 1, "relative_energy_kj_mol": 77.27, "e_homo_ev": -10.79}


No. 4
{"formula": "C21H36O21", "method": "wB97M-V/def2-TZVPD", "elements": ["O", "O", "O", "O", "O", "O", "O", "O", "O", "O", "O", "O", "O", "O", "O", "O", "O", "O", "O", "O", "O", "C", "C", "C", "C", "C", "C", "C", "C", "C", "C", "C", "C", "C", "C", "C", "C", "C", "C", "C", "C", "C", "H", "H", "H", "H", "H", "H", "H", "H", "H", "H", "H", "H", "H", "H", "H", "H", "H", "H", "H", "H", "H", "H", "H", "H", "H", "H", "H", "H", "H", "H", "H", "H", "H", "H", "H", "H"], "positions_angstrom": [[7.915, -4.698, -6.463], [0.529, 5.525, -4.783], [-1.582, 1.748, 9.697], [1.995, -1.318, -0.454], [-1.885, 6.089, 1.501], [-0.532, -8.532, -6.691], [1.155, 7.314, -3.526], [-5.335, -2.827, 7.544], [-3.969, 6.509, 1.430], [0.155, -0.988, -1.442], [6.514, -2.999, -6.902], [-0.955, 7.172, -4.113], [-3.088, 5.628, 3.317], [-3.965, -1.992, 5.831], [0.164, -0.406, 0.731], [-3.839, -4.086, 6.595], [-1.721, 3.905, 10.356], [-0.354, 3.430, 8.655], [1.238, -7.364, -5.864], [0.254, -6.890, -7.826], [7.389, -4.444, -8.515], [-1.270, 2.907, 9.527], [0.246, 6.476, -4.084], [-4.443, -2.905, 6.716], [0.971, -1.292, -2.523], [-0.601, -9.444, -5.651], [-4.565, -0.670, 5.705], [0.508, 8.421, -2.974], [-2.923, -4.368, 5.583], [7.241, -3.986, -7.242], [1.265, -5.969, -8.196], [0.792, -0.853, -0.304], [-2.953, 5.988, 2.159], [-5.298, 6.345, 1.759], [8.344, -5.516, -8.628], [-0.852, 8.450, -3.446], [2.288, -1.641, -1.753], [-2.765, 3.687, 11.254], [-0.632, 5.833, 2.181], [0.416, -7.622, -6.738], [0.297, 2.587, 7.782], [8.310, -5.865, -7.186], [0.584, 8.434, -1.886], [1.323, -5.062, -7.594], [-1.532, -9.999, -5.767], [-1.510, 8.494, -2.578], [-2.460, 3.408, 12.262], [-1.040, 9.346, -4.037], [-3.855, 0.064, 5.325], [2.423, -2.718, -1.845], [-5.503, -0.614, 5.152], [-6.024, 6.956, 1.223], [7.735, -6.764, -6.963], [0.912, 3.141, 7.073], [-0.464, 4.788, 2.441], [1.107, -0.402, -3.139], [-2.204, -5.156, 5.806], [-0.484, 6.448, 3.069], [-3.396, 2.951, 10.756], [-0.538, -8.914, -4.700], [2.158, -6.590, -8.124], [-5.546, 6.610, 2.787], [0.983, 9.307, -3.395], [9.328, -5.164, -8.937], [-0.303, 1.921, 7.163], [1.149, -5.592, -9.212], [0.484, -2.090, -3.083], [-3.354, -4.748, 4.657], [0.350, -9.952, -5.808], [0.103, 6.084, 1.417], [-2.350, -3.490, 5.285], [3.082, -1.055, -2.217], [8.065, -6.336, -9.290], [-3.427, 4.515, 11.508], [0.921, 1.890, 8.342], [-5.789, 5.382, 1.622], [-4.767, -0.407, 6.743], [9.383, -6.028, -7.077]], "mulliken_charge": [-0.27, -0.52, -0.53, -0.31, -0.26, -0.31, -0.34, -0.56, -0.29, -0.33, -0.62, -0.34, -0.59, -0.33, -0.63, -0.33, -0.32, -0.28, -0.58, -0.30, -0.34, 0.75, 0.67, 0.81, -0.25, -0.60, -0.62, -0.28, -0.66, 0.72, -0.59, 0.75, 0.78, -0.74, -0.27, -0.15, -0.24, -0.64, -0.62, 0.82, -0.61, -0.33, 0.25, 0.26, 0.19, 0.23, 0.26, 0.24, 0.25, 0.28, 0.28, 0.29, 0.30, 0.24, 0.30, 0.22, 0.28, 0.31, 0.30, 0.30, 0.29, 0.31, 0.24, 0.24, 0.27, 0.23, 0.23, 0.28, 0.29, 0.20, 0.30, 0.28, 0.29, 0.25, 0.29, 0.32, 0.30, 0.27], "total_energy_ha": -2401.68156, "relative_energy_kj_mol": 492.11, "e_homo_ev": -10.48}